[1]
Here is a 5-piece molecular cluster, C17H32Br8F2N overall at a distorted geometry from the Open Molecules 2025 dataset. Energies are from the ωB97M-V functional and the def2-TZVPD basis.

Geometry as XYZ:
```
60
Properties=species:S:1:pos:R:3:lowdin_charge:R:1
C 3.8975 -1.0259 0.2759 -0.09
C 3.0852 0.0332 1.0193 -0.16
C 1.9279 0.6108 0.2040 -0.31
F 1.8565 0.0809 -1.0724 0.00
C 0.6000 0.5537 0.9262 -0.18
C -0.5946 1.0959 0.2519 0.01
N -1.6034 0.7775 0.9409 0.13
C -1.3038 -0.0401 2.1083 -0.08
C 0.0546 -0.6616 1.6902 -0.17
C -0.2724 -1.9798 0.9140 -0.07
C 0.0346 -2.0533 -0.5680 -0.18
F 1.3038 -2.5585 -0.7653 -0.08
H 4.6572 -0.5643 -0.3376 0.07
H 4.4215 -1.6208 1.0098 0.08
H 3.3002 -1.6810 -0.3365 0.01
H 2.7492 -0.3492 1.9736 0.11
H 3.7553 0.8447 1.2549 0.08
H 2.1199 1.6678 0.0846 0.06
H 0.7549 1.2924 1.7240 0.17
H -0.6220 1.6987 -0.6347 0.10
H -2.5597 1.0539 0.7108 0.04
H -2.1253 -0.7275 2.2442 0.12
H -1.2489 0.5494 3.0152 0.13
H 0.6191 -0.9363 2.5634 0.14
H 0.3109 -2.7716 1.3614 0.13
H -1.3006 -2.2774 1.0491 0.11
H -0.6496 -2.7498 -1.0414 0.11
H -0.0532 -1.1094 -1.0972 0.09
Br -3.8413 0.9813 -1.9995 0.65
C -2.1176 0.2493 -2.5434 -0.71
C -2.2059 -0.6299 -3.7576 -0.67
Br -2.9445 -2.3681 -3.3089 0.64
H -1.7291 -0.2945 -1.6879 0.00
H -1.4896 1.1161 -2.7476 0.06
H -1.2077 -0.8314 -4.1420 0.04
H -2.8204 -0.2112 -4.5475 0.06
Br -4.8379 1.9350 1.5382 0.66
C -5.4119 0.4359 2.6485 -0.66
C -5.6365 0.8601 4.0728 -0.68
Br -3.9459 1.1128 5.0053 0.62
H -4.6516 -0.3328 2.5611 0.04
H -6.3352 0.0812 2.1965 0.07
H -6.1608 0.0826 4.6231 0.07
H -6.1841 1.7931 4.1526 0.06
Br 1.3046 -2.9029 -4.3328 0.62
C 2.2422 -4.4375 -3.5850 -0.67
C 2.9546 -4.0850 -2.3068 -0.68
Br 4.5733 -3.0592 -2.6376 0.66
H 2.9138 -4.7953 -4.3578 0.05
H 1.4735 -5.1841 -3.3986 0.06
H 3.2811 -4.9879 -1.7955 0.07
H 2.3424 -3.4904 -1.6372 0.00
Br 0.8280 4.1472 -1.1123 0.68
C 1.4992 5.5335 0.0856 -0.66
C 2.9065 5.2404 0.5300 -0.66
Br 2.9292 3.8122 1.8507 0.68
H 0.8024 5.5915 0.9145 0.05
H 1.4611 6.4576 -0.4862 0.07
H 3.3453 6.1058 1.0208 0.07
H 3.5481 4.9219 -0.2846 0.06
```

As for the LUMO energy: -3.62 eV. The value obtained for the HOMO energy is -11.7 eV. The total charge is +1.

=====

[2]
Here is C17H32BrCsGeN5Se as an isolated structure from the Open Molecules 2025 dataset. Energies are from the ωB97M-V functional and the def2-TZVPD basis.

Geometry as XYZ:
```
58
Properties=species:S:1:pos:R:3:lowdin_charge:R:1
Cs 1.0614 -0.5241 1.1052 0.83
C 7.6773 0.2738 0.7019 -0.03
C 6.4569 0.2551 1.5717 -0.24
C 6.5250 0.3074 2.9604 0.00
C 5.3655 0.2909 3.7157 -0.08
C 4.1701 0.2237 3.0236 -0.74
Br 2.5439 0.2161 4.0344 0.67
N 4.0542 0.1726 1.7137 -0.06
C 5.1878 0.1858 1.0079 -0.09
H 8.5861 0.3208 1.2985 0.08
H 7.6677 1.1377 0.0373 0.09
H 7.7278 -0.6222 0.0836 0.09
H 7.4863 0.3628 3.4541 0.13
H 5.3863 0.3317 4.7934 0.11
H 5.0756 0.1441 -0.0706 0.13
C -3.5475 -3.8631 1.4624 -0.21
Ge -3.4979 -4.2121 -0.4596 0.74
C -4.3147 -2.7181 -1.4178 -0.22
C -4.3812 -5.8950 -0.9030 -0.22
C -1.5859 -4.3932 -0.9419 -0.60
Se -0.5767 -2.7368 -0.7552 0.69
C -0.9477 -1.9841 -2.5071 -0.39
H -4.5706 -3.7110 1.8023 0.02
H -2.9769 -2.9635 1.6979 0.01
H -3.1255 -4.6975 2.0215 0.02
H -5.3508 -2.6070 -1.1009 0.03
H -4.3099 -2.8773 -2.4954 0.03
H -3.7990 -1.7832 -1.1951 0.01
H -5.4314 -5.8636 -0.6175 0.02
H -3.9130 -6.7282 -0.3804 0.02
H -4.3264 -6.0898 -1.9734 0.02
H -1.4153 -4.7728 -1.9498 0.02
H -1.1154 -5.1010 -0.2562 0.02
H -2.0202 -1.8914 -2.6575 0.01
H -0.5045 -2.6142 -3.2742 0.03
H -0.4939 -0.9948 -2.5530 0.01
C -0.4985 3.1887 1.0737 -0.19
N -0.3343 2.1966 -0.0076 -0.16
C 0.4221 2.8465 -1.0951 -0.19
N -0.2372 4.0451 -1.5913 -0.09
C -0.3963 4.9776 -0.4721 -0.16
N -1.1770 4.3939 0.6213 -0.09
C -2.4892 4.0126 0.0939 -0.16
N -2.3800 3.0572 -1.0120 -0.08
C -1.6784 1.8784 -0.5274 -0.19
C -1.5710 3.6714 -2.0677 -0.16
H 0.4895 3.4568 1.4579 0.13
H -1.0788 2.7354 1.8827 0.13
H 0.5358 2.1357 -1.9193 0.12
H 1.4148 3.1133 -0.7217 0.13
H -0.9012 5.8764 -0.8284 0.13
H 0.5904 5.2573 -0.0970 0.13
H -3.0033 4.9072 -0.2598 0.13
H -3.0805 3.5649 0.8956 0.13
H -1.5784 1.1598 -1.3466 0.12
H -2.2654 1.4162 0.2717 0.13
H -2.0810 4.5644 -2.4313 0.13
H -1.4698 2.9665 -2.8961 0.13
```

As for the LUMO energy: -2.43 eV. The value obtained for the HOMO energy is -10.9 eV. The total charge is +1.

=====

[3]
Here is a 5-piece molecular cluster, C17H32Cl12FN2O overall from the Open Molecules 2025 dataset. Energies are from the ωB97M-V functional and the def2-TZVPD basis.

Geometry as XYZ:
```
65
Properties=species:S:1:pos:R:3:lowdin_charge:R:1
C 5.3798 2.5584 -0.2543 -0.10
O 5.0304 2.0564 -1.5338 -0.19
C 5.1212 0.6536 -1.6348 -0.23
C 3.9214 -0.0613 -1.0012 -0.19
C 3.6209 -1.3729 -1.7303 -0.18
C 2.5758 -2.3350 -1.1054 -0.18
C 2.0708 -2.0708 0.3208 -0.13
C 1.2613 -0.7921 0.5564 -0.25
C 0.2903 -0.8789 1.7327 -0.08
C -0.9390 0.0248 1.5941 -0.33
F -1.3173 0.4437 2.8652 -0.05
C -0.7648 1.2725 0.7297 -0.07
C 0.0419 1.0635 -0.5646 -0.24
C -0.6754 1.4685 -1.8364 -0.18
C 0.2253 1.5478 -3.0660 -0.29
N -0.5248 2.1140 -4.1722 0.01
N 0.4796 -0.3809 -0.6652 0.13
H 6.4659 2.6711 -0.1677 0.09
H 4.9108 3.5345 -0.1380 0.09
H 5.0318 1.9012 0.5515 0.08
H 6.0602 0.2934 -1.1926 0.13
H 5.1564 0.4304 -2.7045 0.13
H 4.0934 -0.2420 0.0642 0.11
H 3.0821 0.6427 -1.0860 0.10
H 4.5581 -1.9184 -1.8686 0.12
H 3.2956 -1.1093 -2.7427 0.11
H 2.9826 -3.3472 -1.0900 0.12
H 1.7164 -2.4183 -1.7846 0.10
H 2.9121 -2.0211 1.0184 0.13
H 1.4761 -2.9351 0.6302 0.12
H 1.9394 0.0480 0.6995 0.14
H 0.8230 -0.6041 2.6453 0.13
H -0.0387 -1.9121 1.8687 0.11
H -1.7849 -0.5614 1.2218 0.07
H -0.2736 2.0340 1.3382 0.09
H -1.7539 1.6588 0.4778 0.11
H 0.9904 1.6039 -0.4953 0.15
H -1.1179 2.4533 -1.6687 0.13
H -1.5117 0.7828 -2.0228 0.06
H 0.6553 0.5536 -3.2991 0.11
H 1.0690 2.2125 -2.8528 0.13
H -1.2894 1.5125 -4.4580 0.08
H 0.0592 2.2693 -4.9843 0.08
H 1.0573 -0.4913 -1.5015 0.13
H -0.3370 -0.9853 -0.7964 0.18
C -4.7151 -0.1074 -1.4214 -1.51
Cl -5.3880 -1.1356 -2.6614 0.56
Cl -3.3996 -0.9457 -0.5511 0.58
Cl -4.1300 1.4173 -2.0821 0.58
H -5.4835 0.1118 -0.6907 -0.01
C -1.3796 3.3963 4.1106 -1.56
Cl 0.0007 4.0927 3.2406 0.53
Cl -1.6878 4.2769 5.5952 0.56
Cl -2.8120 3.3587 3.0801 0.54
H -1.1274 2.3740 4.3592 -0.01
C -9.3624 -2.2410 -1.0050 -1.55
Cl -8.1280 -1.2244 -0.2409 0.51
Cl -9.2051 -2.1962 -2.7581 0.53
Cl -9.2767 -3.8871 -0.3958 0.54
H -10.3276 -1.8288 -0.7415 0.01
C 0.0344 -3.4030 5.3516 -1.54
Cl -0.2754 -4.6075 4.0989 0.52
Cl 1.7624 -3.2158 5.6318 0.53
Cl -0.6997 -1.8571 4.9134 0.56
H -0.4248 -3.7459 6.2698 0.02
```

As for the LUMO energy: -2.50 eV. The value obtained for the HOMO energy is -12.3 eV. The total charge is +1.

=====

[4]
Here is C17H32Cl2FInNO2 as an isolated structure at a distorted geometry from the Open Molecules 2025 dataset. Energies are from the ωB97M-V functional and the def2-TZVPD basis.

Geometry as XYZ:
```
56
Properties=species:S:1:pos:R:3:lowdin_charge:R:1
C -0.6481 -2.9452 3.1224 -0.06
C -1.4953 -1.9833 2.8520 -0.33
C -1.8429 -1.5945 1.4691 -0.26
In -0.2073 -0.2211 0.7387 0.78
N -0.9733 0.8877 -0.9287 -0.01
C -0.1357 1.4620 -1.6561 -0.58
C -0.4520 1.6619 -3.1370 -0.09
C 1.1895 2.0588 -1.2191 -0.09
C 1.5200 -1.5699 0.1915 -0.39
C 2.2332 -1.2152 -1.0878 -0.14
F 1.0162 -2.8861 0.0110 -0.15
C 0.2466 1.1464 2.4813 -0.72
Cl 1.9795 1.7381 2.4569 0.46
C -0.7149 2.3169 2.6849 -0.83
C -2.1429 1.9663 2.3288 -0.16
Cl -0.2697 3.8310 1.8198 0.57
H -0.0176 -3.3106 2.3250 0.05
H -0.5068 -3.3752 4.0940 0.03
H -1.9444 -1.4571 3.6830 0.08
H -2.7625 -1.0232 1.5316 0.02
H -1.9546 -2.4638 0.8415 0.04
H -0.2423 2.6987 -3.4057 0.07
H 0.1474 1.0044 -3.7549 0.07
H -1.5038 1.4836 -3.2748 0.05
H 1.0411 2.9750 -0.6650 0.04
H 1.7539 2.3353 -2.1108 0.07
H 1.8148 1.3760 -0.6564 0.02
H 2.2144 -1.6178 1.0232 0.05
H 2.7786 -2.1007 -1.4231 0.07
H 2.9880 -0.4589 -0.9133 0.06
H 1.5591 -0.9262 -1.8869 0.06
H 0.1944 0.5423 3.3770 0.02
H -0.7055 2.5734 3.7387 0.08
H -2.7113 2.8909 2.3392 0.06
H -2.6011 1.3374 3.0809 0.08
H -2.2476 1.5571 1.3317 0.04
C 2.9362 -1.2512 3.9316 -0.04
C 2.8913 -2.5370 4.7181 -0.49
O 1.9034 -3.2320 4.7248 0.07
C 4.1353 -2.9166 5.4943 -0.03
H 1.9845 -1.1059 3.4256 0.05
H 3.1150 -0.4053 4.5978 0.08
H 3.7293 -1.2937 3.1830 0.09
H 4.3667 -2.1446 6.2303 0.08
H 4.9797 -3.0321 4.8128 0.08
H 3.9656 -3.8595 6.0110 0.07
C -4.0056 1.8634 -6.1568 -0.02
C -2.5768 1.5644 -6.5486 -0.50
O -1.6458 2.0550 -5.9586 0.07
C -2.3696 0.6193 -7.7111 -0.03
H -4.0109 2.5487 -5.3122 0.08
H -4.5350 2.3243 -6.9931 0.08
H -4.5149 0.9425 -5.8682 0.08
H -2.8299 1.0279 -8.6127 0.08
H -2.8120 -0.3526 -7.4867 0.08
H -1.3035 0.4906 -7.8846 0.08
```

As for the energy above the lowest of the compared OMol25 structures with the same formula, charge and spin: 32.1 kJ/mol. As for the LUMO energy: 2.45 eV. The value obtained for the HOMO energy is -4.0 eV. The total charge is -1.

=====

Here are the calculated gap between HOMO and LUMO numbers, same order: 8.09, 8.49, 9.82, 6.41 (eV).
Here are the calculated E_tot numbers, same order: -585406.7999, -218046.4685, -176155.9281, -56668.2809 (eV).